This record from OMol25 describes a 3-piece molecular cluster, C33H49F3IN5O11P2S overall at a distorted geometry. The level of theory is wB97M-V/def2-TZVPD.

## Properties
Orbital gap   7.9 eV
Energy relative to the best compared isomer or geometry (same formula, charge and spin)   23.7 kcal/mol
Total charge   0
Largest force on an atom   0.076 Eh/bohr
Structure (SMILES)   CCc1c(O)c(P(O)O)c(CCN(CC)C(C)=O)c2c1N(P(=O)(O)O)c1c(c(COC(C)=O)c(I)c(CCCN)c1C(F)(F)F)S2.CN(C)C=O.CN(C)C=O
HOMO level   -0.2895 Eh
Lowest unoccupied orbital energy   0.002 Eh

Last column: Löwdin charge in e.
Atoms and positions in Å:
H: 2.5939 3.9306 6.3606  0.094
C: -1.1129 0.2551 -2.9165  -0.337
H: 1.6408 0.3457 6.2855  0.139
H: 1.6651 4.8694 -1.3436  0.106
S: 0.6777 0.2892 -3.0350  1.125
H: -5.4836 -0.6574 -0.4026  0.088
H: 3.8990 3.5847 7.5201  0.087
H: -6.0220 2.3186 -0.6006  0.104
H: -1.5074 -8.0306 -0.3327  0.089
C: 2.9903 1.1829 -1.1827  -0.154
C: 3.3685 3.2177 6.6451  -0.034
H: -1.5399 6.0101 -6.0784  0.090
H: 1.7704 2.7866 -1.9221  0.098
H: -2.4906 -7.0430 0.7746  0.096
F: -3.0035 -3.2972 -1.9089  0.132
C: 1.0678 -0.3997 -1.4210  -0.345
I: -4.3528 2.9322 -3.8783  1.100
O: -0.7142 -4.4187 -2.7518  -0.118
C: 2.7248 4.9782 -1.0870  -0.217
C: -1.2035 -2.6390 1.9980  -0.089
H: 0.4443 -9.2872 2.4310  0.082
H: -6.6907 1.2920 1.4118  0.065
C: -1.1593 2.5336 -4.0171  -0.223
C: -5.8485 0.1775 -1.0004  -0.186
H: -4.3609 1.5592 -0.3488  0.112
F: -3.5287 -2.0518 -0.2073  0.145
H: 6.7085 3.3707 -1.4090  0.083
H: -1.4319 -1.5653 1.9364  0.083
C: -0.4565 -3.1059 0.7238  -0.156
O: 3.5452 -0.4889 3.2248  -0.285
H: -1.5348 3.4131 -3.4694  0.092
H: -1.8387 -2.7540 -4.5096  0.098
H: -1.2282 -3.2105 -0.0464  0.074
H: -0.6082 -2.7787 2.9028  0.066
H: -0.8945 -9.8206 1.3953  0.089
C: 2.9311 1.3482 8.2531  -0.053
C: -1.8370 1.3274 -3.3873  -0.223
O: -0.4054 3.9016 -6.9212  0.122
H: 5.8571 3.8560 0.1263  0.084
F: -4.9414 -2.4191 -1.7972  0.140
N: -0.8010 -1.8990 -1.8912  -0.078
C: 0.2280 -1.4297 -1.0224  -0.224
C: 1.4937 -1.5134 1.0089  -0.250
H: -0.6260 -4.4694 -1.7875  0.054
O: 3.9731 1.6709 1.6197  -0.283
H: -1.2718 5.3739 -4.4637  0.087
H: 3.3711 5.5801 0.9455  0.066
O: 1.8869 1.7593 4.8460  -0.006
H: 2.4223 0.3885 8.3165  0.085
C: 5.8224 3.2486 -0.7851  0.012
N: 2.7610 1.9286 6.9350  -0.195
P: -0.2141 -2.9264 -3.1459  0.431
C: -0.1067 -9.0742 1.5172  -0.059
H: 1.8541 6.3326 0.3432  0.062
C: -5.3604 0.1806 -2.4691  -0.196
O: 4.5707 3.5479 -2.7789  0.106
O: 1.2417 -2.9358 -3.1640  -0.231
H: 0.1173 -4.0222 0.8876  0.110
H: -2.8207 5.0992 -5.2292  0.023
H: 1.6687 2.5441 -0.1616  0.129
P: 3.7598 0.0298 1.6666  0.885
C: -1.6959 -0.8555 -2.3241  -0.192
O: 1.6475 -2.1566 2.2240  0.021
H: 0.5771 -9.1337 0.6680  0.090
C: -1.4761 -7.2733 0.4468  -0.032
C: 4.5387 3.4996 -1.5686  -0.463
C: -3.2294 1.2496 -3.2206  -0.483
H: -1.0270 -6.3605 0.0523  0.077
N: -0.6956 -7.7509 1.5755  -0.198
C: -5.4459 1.4614 -0.2272  -0.270
H: -0.0794 2.5055 -3.8281  0.089
C: 2.8688 6.0074 0.0743  -0.075
H: -2.1566 -3.1637 2.1160  0.069
H: 2.7418 -0.0977 3.6154  0.034
C: 2.3631 2.5904 -1.0132  -0.171
C: -1.7496 5.1587 -5.4328  -0.011
C: -1.1443 3.8695 -5.9614  -0.482
H: 3.9942 1.2008 8.4524  0.091
H: 2.5702 -2.4438 2.2526  0.107
H: 4.0641 3.1139 5.8116  0.095
H: 5.7903 2.2067 -0.4320  0.075
O: -1.0161 -5.8275 2.7423  0.017
C: -0.5444 -6.9430 2.6444  -0.347
H: 2.5153 2.0215 9.0052  0.090
C: -3.6454 -2.1742 -1.5520  -0.534
H: 3.2016 1.0495 -2.2532  0.114
C: 2.0958 0.0697 -0.6606  -0.227
N: -5.7086 1.1869 1.1968  -0.013
C: -3.0742 -0.9235 -2.1982  0.013
O: -0.8852 -2.5709 -4.5408  -0.063
H: -5.1307 1.7611 1.7945  0.059
H: -5.8637 0.9999 -2.9809  0.021
H: 3.1073 2.0868 1.7823  0.062
H: 3.9660 1.0837 -0.6976  0.073
H: 3.1874 5.4415 -1.9696  0.113
H: -6.9455 0.0966 -1.0299  0.119
C: -3.8486 0.1615 -2.6341  -0.196
C: 2.0603 1.3149 5.9698  -0.349
N: 3.3377 3.6683 -0.7734  -0.093
H: 3.3812 6.9238 -0.2413  0.063
H: 0.0632 -7.3939 3.4473  0.133
O: -1.4300 2.6257 -5.4142  -0.044
C: 0.4506 -1.9784 0.2191  -0.086
C: 2.3514 -0.4966 0.5982  -0.198
H: -5.7411 -0.7376 -2.9363  0.115

Cartesian forces, eV/Å:
H 0.08 0.06 -0.01
C 1.46 0.31 0.16
H 0.02 0.00 0.02
H 0.20 -0.24 0.16
S -0.04 -0.14 0.29
H 0.01 0.07 -0.24
H -0.03 -0.07 0.03
H 0.51 0.08 -0.12
H 0.05 -0.03 0.04
C 0.14 0.03 -0.39
C -0.11 -0.08 -0.21
H 0.12 -0.42 -0.21
H 0.07 0.01 0.25
H -0.01 0.05 -0.11
F -0.14 0.09 -0.14
C -1.20 0.04 -1.51
I 0.06 -0.33 0.20
O -0.62 0.99 -0.24
C 0.44 1.05 0.37
C -0.03 -0.06 0.17
H -0.02 0.06 0.01
H 0.11 0.16 0.19
C -0.24 0.19 0.98
C -0.03 0.85 -0.12
H -0.21 0.48 -0.03
F 0.06 -0.23 -0.19
H -0.22 0.11 0.01
H 0.02 -0.22 -0.14
C -0.20 1.32 0.20
O -1.09 1.29 -0.88
H -0.03 -0.10 -0.28
H 0.07 0.06 -0.32
H 0.29 -0.49 0.12
H -0.10 -0.11 -0.20
H 0.10 -0.10 0.01
C 0.09 0.24 -0.10
C -0.61 0.34 -0.49
O -0.90 -0.18 0.97
H 0.00 -0.02 -0.26
F 0.15 -0.01 -0.21
N -0.56 0.02 -1.15
C 0.78 0.46 0.55
C 0.10 -0.28 0.18
H -0.13 -0.27 -0.07
O -2.00 -0.86 0.63
H -0.16 0.04 -0.19
H -0.11 0.03 -0.16
O 0.11 -0.09 -0.16
H -0.01 0.02 -0.06
C -0.55 -0.25 0.29
N -0.05 -0.08 0.09
P 1.65 -1.15 0.83
C -0.17 0.16 -0.20
H 0.31 -0.06 0.34
C -0.47 -1.24 0.47
O -0.53 0.05 0.72
O 0.32 0.41 -0.29
H -0.23 0.05 0.02
H 0.16 -0.18 -0.14
H 0.10 0.26 -0.14
P 3.52 -1.49 -0.78
C 0.26 -0.17 0.06
O 0.29 -0.10 -0.49
H 0.03 -0.13 0.04
C 0.00 0.14 0.22
C 1.19 -0.21 -0.49
C 0.67 0.69 -0.37
H -0.08 0.00 -0.06
N 0.10 -0.12 0.06
C -0.48 -1.42 0.25
H -0.22 -0.14 -0.27
C -0.75 0.04 -0.37
H 0.24 -0.05 0.00
H 0.04 -0.14 0.28
C 0.07 -0.68 0.04
C 0.04 -0.26 1.13
C 1.04 0.11 -1.92
H -0.04 -0.05 0.11
H -0.08 0.10 0.46
H 0.01 0.10 0.01
H 0.01 0.22 -0.03
O -0.04 0.02 -0.10
C 0.04 0.00 0.09
H 0.03 -0.09 0.09
C -0.21 0.26 0.73
H -0.12 -0.16 0.23
C 1.33 0.91 0.09
N 0.35 0.10 -0.38
C 0.07 -0.27 -0.25
O -0.73 -0.28 0.93
H -0.32 0.11 0.11
H 0.47 -0.05 -0.01
H 0.38 0.59 -0.02
H -0.25 0.25 0.02
H -0.07 -0.45 0.01
H 0.20 -0.01 0.09
C -1.40 0.31 0.02
C -0.04 -0.09 0.05
N -0.22 0.17 -0.61
H 0.13 -0.31 0.05
H 0.01 -0.05 -0.03
O 0.06 0.85 0.36
C -0.92 -1.45 0.26
C -1.33 0.84 1.06
H -0.03 0.33 0.02

=====

This record from OMol25 describes C33H49IrN4O7SSi as an isolated structure. The level of theory is wB97M-V/def2-TZVPD.

## Properties
Orbital gap (alpha / beta)   8.3 / 6.8 eV
Energy relative to the best compared isomer or geometry (same formula, charge and spin)   0.0 kcal/mol
Spin multiplicity   2
Total charge   +1
Largest force on an atom   0.006 Eh/bohr
Expectation value of S²   0.76
HOMO level (alpha / beta)   -0.4299 / -0.4287 Eh
Lowest unoccupied orbital energy (alpha / beta)   -0.124 / -0.179 Eh

Last column: Löwdin charge in e.
Atoms and positions in Å:
C: -3.9497 -1.7971 -1.5860  0.028
C: -5.2077 1.9688 1.1141  -0.049
C: 3.2345 1.7725 -2.2181  -0.107
C: -3.8507 2.1566 1.4533  -0.033
H: -2.0228 1.3768 -3.5902  0.084
O: -1.6782 -1.3074 2.0507  -0.123
H: 1.4773 2.3857 -4.4628  0.064
N: -2.2307 -0.4937 -0.5155  0.031
H: -0.2199 3.2513 1.9461  0.101
H: 1.5163 0.5991 4.8231  0.133
H: 2.0412 -4.5250 -0.3064  0.143
H: -3.1184 -2.6158 1.5101  0.111
C: 0.9891 -0.2986 -3.9473  -0.094
H: -0.0700 5.1156 3.5669  0.115
H: -2.1997 -2.5744 4.4357  0.081
H: -5.9635 2.6163 1.5377  0.115
H: -1.0012 -1.1978 2.7326  0.063
C: 0.1157 0.9005 -3.5564  -0.614
H: 3.4068 -2.4850 2.0713  0.074
C: -2.3484 -2.5495 2.2813  -0.284
N: 2.3958 -2.8809 -2.1252  0.032
H: 0.9748 -2.4977 1.5349  0.055
C: 0.6431 1.8119 3.2758  -0.102
H: -4.1477 -2.6554 -2.2114  0.132
H: 0.9036 4.7068 5.8265  0.126
H: -1.6545 -3.3836 2.1288  0.108
H: -0.8369 3.1604 -0.3609  0.032
C: 1.2474 2.6395 5.4209  -0.119
C: -2.8731 1.3608 0.9315  -0.029
H: 3.3793 -4.2479 2.2716  0.080
H: 2.4600 -3.2073 3.3681  0.087
H: -3.5817 2.9438 2.1460  0.115
C: -0.9752 2.7116 -1.3437  -0.161
H: 2.5252 -2.0785 -2.7221  0.111
C: -5.5579 0.9641 0.2669  -0.016
H: -1.6791 -0.3122 -3.2090  0.053
O: 0.1310 0.9722 1.1341  -0.301
C: 2.7815 -3.3379 2.3357  -0.063
C: -4.9207 -0.9685 -1.1137  0.036
H: -5.9636 -1.1348 -1.3541  0.132
H: -3.6486 -1.7720 3.8093  0.082
C: 0.8156 3.9133 5.0992  0.020
C: -1.3546 0.5394 -3.8005  -0.077
H: -0.1998 2.9336 -4.3339  0.083
H: -1.4879 0.2689 -4.8521  0.098
H: 3.9076 -5.1547 -1.6116  0.072
C: 1.1713 1.5819 4.5394  0.076
H: 1.4810 3.9048 -2.9146  0.065
O: 0.8503 -0.4774 2.6844  0.017
H: 4.4179 -4.4627 -3.1495  0.083
O: -0.3333 -2.0648 -1.4665  -0.240
O: 2.0469 1.2478 7.0725  0.090
H: -6.5939 0.7890 0.0064  0.122
H: 4.1450 2.3008 -1.9198  0.093
C: 2.1211 -2.6165 -0.8639  -0.642
C: 1.8563 3.8119 -1.8966  -0.092
C: 0.2790 4.1290 3.8391  -0.035
N: 1.8139 2.3978 6.7658  -0.351
C: 0.5668 0.6565 2.3277  -0.570
H: 0.7859 -1.1655 -3.3171  0.040
H: 2.0273 -4.0407 -3.7838  0.131
C: 2.0487 2.3490 -1.4291  -0.616
H: -1.9824 2.3077 -1.4067  0.026
H: -1.8436 1.5044 1.2002  0.075
H: 2.6779 1.4847 0.5117  0.040
H: 0.7718 -0.5841 -4.9814  0.097
Ir: -0.0906 -0.4961 -0.2540  1.149
H: 3.3367 3.0676 0.1345  0.098
H: 0.2503 1.7315 -5.5355  0.095
C: -2.9682 -2.6105 3.6608  -0.068
H: 2.8301 4.3087 -1.8633  0.096
H: 0.9268 -4.2520 1.6832  0.126
S: 2.1206 -0.9024 -0.4007  0.812
C: -1.5411 -2.4187 -1.8161  -0.568
H: 1.1885 4.3626 -1.2345  0.080
N: 1.9312 -3.5748 0.0172  0.064
C: -4.5686 0.1105 -0.2823  -0.133
H: 1.6567 2.9140 0.6479  0.061
H: 3.1221 1.9141 -3.2924  0.068
H: -0.8957 3.5082 -2.0883  0.049
O: 2.0065 3.3651 7.4695  0.093
C: 2.3093 -4.2040 -2.7453  -0.200
C: 0.4387 2.0657 -4.5108  -0.085
C: 1.5650 -3.4048 1.4323  -0.229
H: -3.5268 -3.5384 3.7888  0.082
C: -3.2030 0.3250 0.0318  -0.182
O: -1.8005 -3.3741 -2.5018  0.121
C: 2.4405 2.4451 0.0532  -0.101
H: 2.0519 -0.0508 -3.8959  0.070
C: -2.6202 -1.5181 -1.2649  -0.201
H: 1.4706 -4.7355 -2.2890  0.124
C: 0.1954 3.0843 2.9310  -0.013
Si: 0.3638 1.4718 -1.7419  0.713
H: 3.4879 -5.9633 -3.1232  0.085
H: 3.4027 0.7130 -2.0313  0.024
C: 3.6078 -4.9906 -2.6481  -0.066

Cartesian forces, eV/Å:
C -0.02 -0.08 -0.05
C -0.01 0.05 0.04
C 0.01 -0.01 -0.01
C 0.00 0.00 0.00
H 0.00 -0.01 0.01
O 0.09 -0.21 0.01
H 0.02 0.00 0.00
N -0.19 0.27 -0.02
H 0.00 0.01 0.01
H 0.00 0.00 0.00
H -0.02 0.00 -0.01
H -0.01 -0.02 -0.01
C 0.02 0.03 -0.01
H 0.00 0.00 0.00
H 0.00 0.01 0.00
H 0.00 0.00 0.00
H 0.14 0.00 -0.06
C 0.05 -0.04 0.02
H 0.00 0.01 0.00
C -0.07 0.06 -0.09
N 0.11 -0.05 0.02
H -0.02 0.03 -0.02
C 0.05 0.02 -0.01
H 0.00 0.01 0.00
H 0.00 0.00 0.00
H -0.01 -0.01 0.00
H -0.01 -0.01 0.03
C 0.00 -0.01 0.01
C -0.01 -0.02 -0.10
H 0.00 0.01 0.00
H 0.00 -0.01 0.01
H 0.01 -0.01 0.00
C -0.02 -0.03 -0.03
H -0.04 -0.01 0.01
C 0.02 -0.04 -0.03
H -0.01 -0.04 0.02
O -0.06 -0.14 0.07
C 0.01 0.00 0.01
C -0.08 -0.02 -0.01
H 0.00 0.01 0.00
H 0.00 0.00 0.00
C 0.02 0.00 0.00
C 0.00 0.00 0.02
H 0.01 0.01 0.02
H 0.00 0.01 0.00
H 0.01 0.00 0.00
C -0.01 0.01 0.00
H 0.00 -0.01 -0.01
O 0.16 -0.08 0.05
H 0.00 0.00 0.00
O 0.02 -0.01 0.07
O 0.02 0.00 0.00
H 0.00 -0.01 -0.01
H -0.01 0.02 -0.01
C 0.07 -0.03 0.05
C 0.03 0.01 0.01
C -0.01 0.00 0.00
N 0.00 0.00 -0.01
C -0.19 0.15 -0.11
H -0.09 0.04 -0.03
H 0.02 0.00 -0.01
C 0.04 0.00 0.06
H -0.02 -0.04 0.03
H 0.12 0.02 0.03
H 0.00 -0.02 -0.02
H 0.00 0.01 -0.01
Ir -0.14 0.28 -0.02
H 0.00 0.01 -0.01
H -0.01 0.01 0.00
C 0.01 0.00 0.01
H -0.01 0.01 0.01
H 0.01 0.00 0.00
S -0.06 -0.02 0.16
C -0.09 0.06 0.08
H -0.02 0.00 0.00
N -0.07 0.00 -0.02
C 0.03 0.03 0.05
H 0.05 -0.02 -0.03
H -0.01 -0.01 -0.02
H -0.02 0.02 0.01
O -0.01 0.00 0.01
C 0.00 0.01 0.02
C -0.01 -0.01 0.00
C 0.05 0.01 -0.02
H 0.00 0.00 -0.01
C 0.02 -0.15 -0.06
O -0.01 -0.05 -0.04
C 0.01 0.01 -0.01
H 0.02 -0.02 0.02
C 0.14 0.16 0.04
H -0.02 0.01 -0.02
C -0.01 -0.02 0.00
Si -0.01 -0.14 -0.08
H 0.00 0.00 0.00
H 0.01 0.04 0.00
C 0.00 0.00 0.01